The following is a DFT calculation (ωB97M-V/def2-TZVPD) of a structure of composition C41H51BrN5O9P2Rb.

```
110
Properties=species:S:1:pos:R:3:forces:R:3
H 0.32740 5.70506 7.47774 -0.050 0.020 0.072
C -0.22130 3.86366 6.54404 0.068 0.101 0.064
H 0.20640 1.69726 -3.05216 0.037 -0.069 -0.070
C -1.22970 2.61666 -1.75466 0.386 0.654 -0.194
H -5.22420 1.96956 1.28634 0.198 0.053 -0.084
H 2.67250 -3.07124 5.47364 0.084 0.017 0.031
C 0.18620 2.16206 -2.06836 -0.364 -0.127 0.245
H -0.66490 -3.05684 1.93584 -0.166 0.033 -0.074
C -2.06620 -2.28254 -4.43386 0.024 0.133 -0.956
H -1.61630 3.29326 -3.75576 0.031 -0.026 -0.125
C 3.80580 0.43566 -1.91376 0.132 -0.093 -0.222
C 3.64990 2.39896 -0.61376 -0.211 0.166 0.373
C 1.44280 5.35176 5.67634 0.044 -0.046 -0.140
H 4.88130 5.95426 0.27384 -0.030 0.121 0.029
Br 2.67800 -4.59154 -0.12016 0.126 -0.061 -0.009
C 3.15850 3.03306 0.55144 0.680 0.746 -0.442
C 1.17290 2.42846 3.36734 -0.761 -1.063 0.171
C 0.94410 3.30776 4.48384 -0.211 0.060 0.233
H 2.38440 4.74526 3.85404 0.037 0.076 0.032
H 4.91860 2.60586 -2.33976 -0.010 -0.105 -0.018
C -0.40850 0.85366 4.39404 -0.249 -0.116 0.116
H 0.52020 1.44086 -1.32756 0.125 0.336 -0.314
C 0.56440 1.10916 3.34744 0.408 0.749 0.276
C 3.10540 -2.68054 -4.26936 0.134 -0.114 -0.001
O 4.91050 -4.20294 -4.79276 0.131 -0.070 -0.040
H -1.53810 -4.22454 -5.19916 -0.051 -0.100 -0.033
C 0.05530 -3.08224 2.74044 -0.348 -0.184 0.409
C 4.54130 3.06596 -1.43906 0.074 -0.105 -0.217
O -1.51320 -2.76894 -0.66356 -0.110 0.594 -0.158
H -3.85710 -5.18874 -0.36036 -0.030 -0.070 -0.002
H -3.51560 3.03456 2.69734 -0.057 0.080 0.034
H -0.15900 -3.22504 -4.73056 0.117 -0.044 -0.018
H 1.48680 -1.47274 -3.50576 -0.075 0.182 -0.120
H -1.78030 -4.28004 0.62774 -0.049 0.080 -0.204
H -4.01020 -1.34184 -0.92106 0.030 -0.098 0.067
P -1.77490 -1.79684 -1.87396 -0.835 -1.083 -0.833
H -3.48430 3.95466 -0.24906 0.127 0.098 -0.057
H 5.69350 4.83216 -1.77626 0.016 0.050 -0.038
C -2.02120 -4.09244 -0.42566 -0.175 -0.903 0.123
C -1.70910 -3.71484 4.28114 -0.857 -0.183 0.115
H 0.31660 -3.61874 6.07834 -0.032 0.003 0.034
H 3.25100 4.80616 1.73244 -0.042 -0.017 0.018
H 3.54220 0.88836 -2.87866 0.029 -0.068 0.017
C -3.20430 2.33406 1.92644 -0.144 -0.244 -0.181
C 3.61620 4.32646 0.83804 -0.116 -0.273 -0.054
O 0.85800 0.21996 2.52904 -0.060 -0.020 0.922
C -1.13750 -3.21304 -5.20486 -0.098 0.253 0.347
O -1.66300 0.34686 0.40554 -1.075 0.398 0.377
O -4.02730 1.25076 -0.14386 0.726 -0.547 -0.457
H -1.49660 -6.10874 -0.96186 -0.053 -0.102 0.045
C 0.59670 -3.38914 5.06054 -0.191 0.022 -0.291
C -3.45700 -2.23374 -5.05406 0.282 0.031 0.283
H -1.54330 -4.98034 -2.33006 -0.034 -0.060 -0.097
H -1.06400 4.56406 -2.65276 0.077 0.101 -0.016
C 2.90930 -3.80834 -1.82846 0.040 0.031 -0.223
C 2.19020 -2.26914 -3.31556 0.168 -0.112 -0.315
N 1.99550 2.92006 2.44964 1.268 0.251 -1.739
C 3.87300 -4.30944 -2.68496 0.123 0.049 -0.210
H -4.03290 -3.48674 0.05654 -0.107 0.032 0.068
C -0.68940 1.73356 5.37694 0.006 -0.271 -0.141
H -2.25340 2.66706 1.51674 0.137 0.062 0.047
H -0.95220 3.60686 7.29914 -0.078 -0.049 0.055
H -4.80660 4.35086 0.85314 -0.011 0.079 0.067
C 1.65440 4.51156 4.61234 0.084 0.224 0.083
O -2.16810 -2.77194 -3.09626 0.020 0.154 1.117
C 0.49090 5.03396 6.64664 -0.157 0.027 0.237
H -5.14720 3.52076 -0.67366 -0.065 0.062 -0.076
C -4.43790 3.61326 0.14534 -0.056 -0.454 0.013
H -1.03600 -2.87524 -6.23326 0.025 0.014 -0.091
N 1.30360 -2.82504 2.42114 0.180 0.153 -0.290
H 4.89810 0.41546 -1.81806 -0.080 -0.023 -0.013
H 4.93040 -3.69744 -5.61446 -0.099 -0.001 0.110
C -1.26820 -5.09714 -1.28636 0.010 0.285 0.130
C 3.97650 -3.72544 -3.94696 -0.386 0.294 0.274
P -2.63750 0.62706 -0.64516 -1.952 0.878 -0.814
H -3.04970 1.35766 2.37574 0.068 -0.031 0.113
H -2.72530 3.96326 -2.56036 -0.096 0.047 0.033
C -0.36030 -3.39144 4.04194 1.220 0.312 -0.225
H 3.22130 -2.61184 3.08974 0.129 0.066 0.013
C -1.69150 3.68226 -2.74316 -0.049 -0.272 0.343
C -3.52710 -4.18314 -0.60846 0.248 0.219 0.137
N 2.26340 2.33246 1.33364 -1.295 -0.748 1.469
C 2.20610 -2.82604 3.39064 0.047 -0.035 0.257
H -3.79440 -3.96434 -1.63876 -0.107 -0.050 -0.112
C 4.98060 4.34486 -1.12646 0.002 -0.001 0.025
C -0.00010 2.97826 5.48044 0.237 0.268 -0.125
H 3.14790 -2.19844 -5.23696 -0.015 0.017 -0.049
Rb 0.59820 -0.41914 0.21164 2.513 -1.123 -0.438
H -0.19930 -4.93024 -1.18506 0.139 -0.032 0.011
O 3.20800 1.12136 -0.84766 -0.078 0.234 0.198
H -3.75050 -0.49734 -2.46206 0.041 0.047 -0.100
H -1.63270 -1.27504 -4.40286 -0.028 -0.119 -0.061
H 4.53760 -5.10824 -2.40246 0.011 -0.116 0.052
H 2.01820 6.26306 5.76574 0.025 0.061 -0.009
H -1.43200 1.49326 6.12794 -0.056 -0.031 0.062
C -3.28520 -0.81564 -1.53376 1.185 0.036 0.327
N -2.81210 -3.99514 4.43584 -0.159 -0.025 0.038
H 0.85720 3.01806 -2.05486 0.094 0.042 0.060
C -4.26540 2.26656 0.84014 -0.256 0.690 0.534
C 1.90060 -3.09154 4.72064 0.037 0.022 -0.057
N 2.09580 -2.81304 -2.11156 -0.273 -0.172 0.494
C 4.51860 4.97006 0.01684 0.181 0.084 -0.117
O -0.61720 -0.95064 -2.15496 0.136 0.307 -0.409
O -2.14880 1.51546 -1.87656 -0.366 -0.469 0.472
H -3.92450 -3.21334 -4.99606 -0.050 -0.125 -0.014
H -1.26930 3.00666 -0.72916 -0.018 -0.044 -0.095
H 3.42050 -0.58014 -1.87306 0.058 0.027 -0.016
H -0.90810 -0.10514 4.33414 -0.074 -0.072 0.036
H -3.38980 -1.93814 -6.09696 -0.010 0.058 -0.114
H -4.08320 -1.51884 -4.52846 -0.153 0.079 0.010
```
Positions in Å, forces in eV/Å.

Summary:
* LUMO energy: 0.0 eV
* total energy: -158502.9870 eV
* energy relative to the best compared isomer or geometry (same formula, charge and spin): 164.42 kJ/mol
* maximum force: 0.05420 hartree/bohr
* HOMO level: -5.90 eV
* charge: 0

These are the Löwdin partial charges, in e, on atoms 1 to 99: 0.092, -0.053, 0.094, -0.426, 0.145, 0.109, -0.042, 0.101, -0.456, 0.086, -0.088, -0.223, -0.094, 0.097, 0.799, -0.198, -0.165, -0.108, 0.086, 0.096, -0.010, -0.009, -0.379, 0.006, 0.083, 0.088, -0.094, -0.042, -0.183, 0.092, 0.093, 0.067, 0.104, 0.129, 0.077, 0.463, 0.067, 0.096, -0.413, -0.194, 0.123, 0.089, 0.101, -0.047, -0.021, -0.263, -0.024, -0.444, -0.172, 0.091, -0.001, -0.031, 0.073, 0.089, -0.735, -0.169, 0.061, -0.034, 0.083, -0.033, 0.078, 0.105, 0.087, -0.032, -0.197, -0.110, 0.085, -0.035, 0.086, 0.050, 0.104, 0.117, -0.024, -0.306, 0.476, 0.082, 0.072, -0.207, 0.116, -0.031, -0.035, 0.067, -0.120, 0.076, -0.104, -0.187, 0.116, 1.003, 0.050, -0.138, 0.077, 0.136, 0.114, 0.096, 0.110, -0.167, 0.165, 0.098, -0.426